<i>
ORCA calculation (ωB97M-V with the def2-TZVPD basis set) on a gas-phase ion, C3H11N2 (charge +1).

total charge = +1
HOMO level = -14.38 eV
spin multiplicity = 1
gap between HOMO and LUMO = 11.2 eV

Cartesian coordinates (Å):
C (-0.0732, 0.7816, 1.4320)
N (-0.6774, -0.5024, 1.7893)
C (0.0077, 0.8903, -0.0996)
N (0.2508, -0.5398, -0.6200)
C (0.4446, -0.6687, -2.0987)
H (-0.6404, 1.5922, 1.8883)
H (0.9536, 0.8413, 1.7898)
H (-1.6894, -0.4595, 1.7849)
H (-0.4769, -0.7301, 2.7526)
H (-0.9128, 1.2465, -0.5496)
H (0.9261, 1.3882, -0.3949)
H (-0.5531, -1.0857, -0.3380)
H (1.0458, -0.8245, -0.0517)
H (1.2139, 0.0313, -2.4260)
H (0.5944, -1.7279, -2.2482)
H (-0.4137, -0.2328, -2.6103)

And the Löwdin charges, in e, turn out to be:
1. C -0.229
2. N -0.005
3. C -0.090
4. N -0.024
5. C 0.018
6. H 0.124
7. H 0.123
8. H 0.091
9. H 0.090
10. H 0.134
11. H 0.131
12. H 0.145
13. H 0.170
14. H 0.106
15. H 0.107
16. H 0.108

***

<ii>
ORCA calculation (ωB97M-V with the def2-TZVPD basis set) on a gas-phase ion, C3H11N2 (charge +1).

total charge = +1
HOMO level = -14.28 eV
spin multiplicity = 1
gap between HOMO and LUMO = 10.8 eV

Cartesian coordinates (Å):
C (1.3188, 0.5001, -0.1324)
N (0.9949, -0.5625, -1.1319)
C (-0.0673, 1.1772, -0.0065)
N (-1.1346, 0.1374, -0.0694)
C (-1.3386, -0.8493, 1.0913)
H (2.1556, 1.0507, -0.4722)
H (1.3932, 0.0724, 0.9258)
H (1.4908, -0.4649, -1.9876)
H (1.3840, -1.5761, -0.8839)
H (-0.1375, 1.8762, -0.8870)
H (-0.0035, 1.8166, 0.9179)
H (-1.9371, 0.7375, -0.2605)
H (0.0226, -0.4067, -1.1877)
H (-2.1359, -0.7403, 1.8684)
H (-0.4058, -0.9820, 1.6809)
H (-1.5995, -1.7862, 0.5347)

And the Löwdin charges, in e, turn out to be:
1. C -0.125
2. N 0.158
3. C -0.217
4. N -0.139
5. C -0.056
6. H 0.119
7. H 0.143
8. H 0.147
9. H 0.241
10. H 0.142
11. H 0.141
12. H 0.124
13. H 0.062
14. H 0.094
15. H 0.076
16. H 0.090

***

Which is most stable, and by how much? <i>, by 119.0 kJ/mol.

***

<i>
ORCA calculation (ωB97M-V with the def2-TZVPD basis set) on C6H9N3O2S in the gas phase.

total charge = 0
HOMO level = -8.64 eV
spin multiplicity = 1
gap between HOMO and LUMO = 7.9 eV

Cartesian coordinates (Å):
C (2.3089, -0.1710, 0.3474)
C (0.1351, -1.2897, 1.1627)
C (-1.9620, -0.3740, 0.6501)
C (-1.9433, 1.0802, 0.5830)
C (0.4518, 0.8979, -0.8562)
C (0.5372, 0.0982, -2.1625)
N (1.5696, -1.2845, 0.6290)
N (1.4662, 1.0263, -0.0078)
N (-0.7434, -0.8969, 0.2823)
O (3.5055, -0.0232, 0.4094)
O (-0.1000, -1.6633, 2.2976)
S (-0.9841, 1.8828, -0.8733)
H (-2.1991, -0.5705, 1.6087)
H (-2.6493, -0.8058, 0.0162)
H (-2.9112, 1.4157, 0.4129)
H (-1.5033, 1.4750, 1.4227)
H (0.4191, 0.7435, -3.0310)
H (-0.3148, -0.5536, -2.1831)
H (1.4765, -0.4512, -2.2861)
H (2.1283, -2.1356, 0.8485)
H (1.3122, 1.5996, 0.7293)

And the Löwdin charges, in e, turn out to be:
1. C -0.469
2. C -0.551
3. C -0.308
4. C -0.326
5. C -0.567
6. C -0.083
7. N 0.184
8. N 0.149
9. N 0.032
10. O 0.099
11. O 0.043
12. S 0.978
13. H 0.096
14. H 0.106
15. H 0.057
16. H 0.053
17. H 0.077
18. H 0.070
19. H 0.089
20. H 0.169
21. H 0.103

***

<ii>
ORCA calculation (ωB97M-V with the def2-TZVPD basis set) on 2 unconnected molecules or ions with the total composition C6H9N3O2S.

total charge = 0
HOMO level (alpha / beta) = -8.80 / -7.69 eV
spin multiplicity = 1
gap between HOMO and LUMO (alpha / beta) = 8.4 / 6.5 eV

Cartesian coordinates (Å):
C (0.9183, 2.3835, 1.2189)
C (0.0984, 2.0834, 0.3849)
C (-1.8589, -1.2462, 1.1602)
C (-0.7141, -0.8428, 0.3442)
C (1.9822, -0.7125, -0.4416)
C (-1.0086, 1.4896, -0.3674)
N (-1.5159, -2.0423, 0.1433)
N (-0.6292, 0.1090, -0.6851)
N (-3.8865, -0.0603, 0.1773)
O (-4.5295, 0.6985, 0.8662)
O (-3.9456, -0.2599, -1.0149)
S (0.9880, -1.3052, 0.9758)
H (1.7500, 2.6125, 1.7968)
H (-2.4319, -1.2381, 2.0030)
H (1.8678, -1.2801, -1.2432)
H (2.9812, -0.8516, -0.0677)
H (1.7814, 0.3756, -0.7586)
H (-1.2660, 2.1534, -1.1591)
H (-2.0218, 1.6627, 0.1247)
H (-1.2029, -2.9944, 0.2860)
H (-1.1132, -0.2819, -1.5000)

And the Löwdin charges, in e, turn out to be:
1. C 0.122
2. C -0.126
3. C 0.015
4. C -0.700
5. C -0.378
6. C -0.213
7. N 0.104
8. N -0.033
9. N -0.312
10. O -0.009
11. O -0.012
12. S 0.866
13. H 0.017
14. H 0.090
15. H -0.029
16. H 0.021
17. H 0.068
18. H 0.109
19. H 0.126
20. H 0.131
21. H 0.142

***

Which is most stable, and by how much? <i>, by 728.3 kJ/mol.